# 1
{"formula": "C23H41AuClO4P2", "method": "ωB97M-V with the def2-TZVPD basis set", "elements": ["Au", "C", "C", "C", "C", "C", "C", "H", "H", "H", "C", "H", "H", "H", "C", "H", "H", "H", "C", "H", "H", "H", "C", "H", "H", "H", "C", "C", "C", "C", "C", "C", "C", "C", "H", "H", "H", "H", "H", "H", "H", "H", "H", "H", "H", "H", "P", "C", "C", "P", "C", "C", "C", "H", "H", "H", "H", "H", "H", "H", "H", "H", "H", "H", "H", "H", "H", "O", "Cl", "O", "O", "O"], "positions_angstrom": [[0.032, -0.152, -0.254], [-1.635, -0.793, 1.567], [-1.263, -1.917, 0.747], [0.644, -1.147, 1.872], [-0.466, -0.327, 2.257], [0.160, -2.140, 0.934], [-3.016, -0.309, 1.766], [-3.609, -0.400, 0.844], [-3.025, 0.747, 2.074], [-3.535, -0.888, 2.551], [-0.424, 0.708, 3.305], [-1.371, 1.257, 3.371], [0.365, 1.442, 3.087], [-0.229, 0.258, 4.291], [1.985, -1.125, 2.487], [1.972, -1.563, 3.496], [2.351, -0.094, 2.555], [2.707, -1.690, 1.888], [0.935, -3.275, 0.391], [0.871, -4.175, 1.024], [1.993, -3.001, 0.305], [0.573, -3.546, -0.609], [-2.175, -2.775, -0.039], [-2.477, -3.691, 0.499], [-1.695, -3.092, -0.973], [-3.096, -2.240, -0.304], [-0.588, 1.961, -1.180], [-1.775, 1.233, -1.249], [-2.219, 0.425, -2.415], [-1.095, -0.288, -3.216], [0.050, -0.838, -2.425], [1.235, -0.115, -2.138], [1.475, 1.294, -2.578], [0.285, 2.259, -2.368], [-2.806, 1.020, -3.131], [-0.744, 0.371, -4.019], [-2.913, -0.335, -2.022], [-0.312, 2.309, -3.290], [-0.489, 2.679, -0.356], [-2.556, 1.409, -0.494], [0.722, 3.249, -2.210], [2.303, 1.683, -1.977], [2.133, -0.676, -1.860], [1.784, 1.369, -3.634], [-1.583, -1.133, -3.721], [0.108, -1.932, -2.382], [-0.269, 1.369, -6.344], [-0.333, 3.213, -6.469], [-1.571, 1.012, -7.611], [2.044, -0.451, -7.121], [1.184, 1.160, -7.494], [1.500, -1.365, -8.640], [3.692, 0.032, -7.814], [0.543, 3.628, -5.952], [-1.246, 3.567, -5.973], [-0.328, 3.536, -7.521], [-1.435, 1.651, -8.493], [-2.547, 1.218, -7.154], [-1.524, -0.044, -7.906], [3.615, 0.394, -8.848], [4.330, -0.859, -7.782], [4.127, 0.811, -7.176], [1.902, 1.984, -7.345], [0.823, 1.159, -8.541], [2.078, -2.297, -8.674], [1.695, -0.781, -9.549], [0.433, -1.605, -8.563], [3.189, 3.008, 2.105], [2.288, 2.652, 1.027], [0.892, 2.840, 1.461], [2.532, 3.434, -0.177], [2.458, 1.198, 0.697]], "forces_ev_per_angstrom": [[-0.07, 1.00, 0.33], [0.57, 0.07, 0.66], [0.80, -0.35, 0.61], [-0.10, -1.25, -0.10], [-1.09, -0.07, -0.06], [-0.44, 0.45, 0.40], [-0.51, 0.44, -0.08], [0.13, 0.00, 0.30], [-0.04, -0.35, -0.07], [0.22, 0.14, -0.25], [-0.05, 0.54, 0.18], [0.25, -0.16, 0.00], [-0.14, -0.19, 0.13], [0.03, 0.04, -0.28], [0.51, 0.21, -0.13], [-0.18, 0.08, -0.18], [-0.06, -0.22, 0.09], [-0.15, 0.11, 0.15], [0.44, -0.32, -0.38], [-0.06, 0.33, -0.11], [-0.24, -0.18, 0.00], [0.10, -0.04, 0.23], [-0.37, -0.06, -0.48], [0.23, 0.33, -0.03], [-0.08, -0.04, 0.19], [0.22, -0.15, 0.10], [-1.75, 0.54, 0.00], [0.76, 1.33, 0.18], [-0.01, -0.84, -0.16], [-0.79, 0.02, -0.17], [1.84, 0.21, -0.37], [-0.70, -1.18, -1.49], [0.19, 0.75, 0.51], [0.32, -0.10, -0.47], [0.11, 0.07, 0.30], [0.16, -0.22, 0.30], [0.07, 0.16, -0.20], [0.00, -0.05, 0.33], [0.10, -0.61, -0.01], [0.65, -0.17, -0.03], [-0.14, -0.12, 0.01], [-0.02, -0.09, -0.12], [-0.33, 0.04, 0.02], [-0.08, -0.46, 0.29], [0.19, 0.18, 0.03], [0.05, 0.36, 0.32], [0.25, 0.84, -1.36], [-0.19, -0.04, 0.31], [-0.20, -0.09, 0.43], [0.34, 0.46, -1.13], [-0.09, -0.37, 0.39], [-0.03, -0.28, 0.42], [0.08, -0.23, 0.40], [-0.26, 0.03, -0.11], [0.23, 0.14, -0.14], [0.00, -0.05, 0.33], [-0.05, -0.19, 0.22], [0.07, -0.14, -0.28], [-0.11, 0.23, 0.04], [-0.01, -0.05, 0.25], [0.08, 0.28, -0.08], [0.07, -0.19, -0.18], [-0.30, -0.27, -0.01], [0.30, 0.21, 0.47], [-0.25, 0.09, -0.15], [-0.09, -0.12, 0.22], [0.20, -0.07, -0.15], [-0.83, -0.50, -1.19], [0.06, 0.26, 0.22], [0.90, -0.20, -0.35], [-0.21, -0.72, 0.94], [-0.46, 0.83, 0.02]], "multiplicity": 3, "homo_ha": [-0.403, -0.404], "energy_ev": -67481.5369, "charge": 1, "mol_weight_g_mol": 675.95, "de_lowest_kj_mol": 0.00, "gap_ev": [8.0, 4.9]}

# 2
{"formula": "C23H41BrP2V", "method": "ωB97M-V with the def2-TZVPD basis set", "elements": ["V", "C", "C", "C", "C", "C", "C", "H", "H", "H", "C", "H", "H", "H", "C", "H", "H", "H", "C", "H", "H", "H", "C", "H", "H", "H", "C", "C", "C", "C", "C", "C", "C", "C", "H", "H", "H", "H", "H", "H", "H", "H", "H", "H", "H", "H", "P", "C", "C", "P", "C", "C", "C", "H", "H", "H", "H", "H", "H", "H", "H", "H", "H", "H", "H", "H", "H", "Br"], "positions_angstrom": [[2.403, -1.167, 2.046], [4.040, -1.730, 0.918], [3.990, -0.298, 1.034], [4.015, -1.188, 3.200], [4.071, -2.292, 2.255], [3.959, 0.047, 2.435], [3.854, -2.512, -0.334], [3.340, -1.947, -1.120], [3.274, -3.415, -0.133], [4.810, -2.851, -0.764], [3.820, -3.712, 2.609], [3.681, -4.335, 1.715], [2.961, -3.793, 3.301], [4.684, -4.130, 3.137], [3.540, -1.337, 4.592], [4.369, -1.366, 5.296], [3.005, -2.291, 4.718], [2.922, -0.470, 4.871], [3.326, 1.283, 2.934], [4.041, 1.858, 3.521], [2.474, 1.058, 3.600], [2.974, 1.911, 2.109], [3.707, 0.634, -0.089], [4.465, 1.420, -0.186], [2.736, 1.149, 0.078], [3.665, 0.083, -1.039], [-0.856, -2.312, -1.174], [0.023, -1.963, -2.130], [0.703, -0.595, -2.283], [-0.197, 0.622, -2.031], [-0.335, 1.200, -0.668], [-1.195, 0.856, 0.347], [-1.919, -0.490, 0.567], [-1.986, -1.523, -0.600], [1.094, -0.528, -3.326], [-1.220, 0.426, -2.438], [1.600, -0.542, -1.626], [-2.402, -0.990, -1.482], [-0.778, -3.320, -0.741], [0.547, -2.806, -2.620], [-2.733, -2.278, -0.279], [-1.539, -1.002, 1.480], [-1.155, 1.510, 1.238], [-2.985, -0.244, 0.803], [0.216, 1.450, -2.633], [0.266, 2.103, -0.489], [-3.231, 0.665, -2.336], [-4.347, -0.632, -2.945], [-2.791, 1.694, -3.766], [-3.071, 2.709, 0.036], [-4.116, 1.563, -1.024], [-3.009, 4.135, -1.117], [-4.508, 3.215, 1.072], [-4.761, -1.195, -2.090], [-3.746, -1.331, -3.544], [-5.157, -0.212, -3.564], [-3.682, 1.906, -4.374], [-2.073, 1.097, -4.349], [-2.272, 2.628, -3.495], [-5.370, 3.463, 0.442], [-4.261, 4.070, 1.705], [-4.776, 2.368, 1.714], [-4.412, 0.799, -0.279], [-5.042, 2.037, -1.398], [-2.781, 5.032, -0.536], [-3.964, 4.279, -1.631], [-2.211, 4.001, -1.852], [0.305, -2.474, 2.713]], "forces_ev_per_angstrom": [[-7.43, -1.17, -0.21], [1.07, 0.32, 0.50], [1.04, -0.34, 0.37], [1.25, -0.05, -0.96], [0.98, 1.04, -0.09], [0.96, -1.30, -0.50], [0.17, -0.39, -0.59], [0.05, -0.13, 0.28], [-0.05, 0.07, -0.11], [-0.18, 0.21, 0.28], [0.22, -0.68, 0.32], [-0.21, 0.23, 0.39], [0.33, -0.19, -0.53], [-0.02, 0.13, -0.03], [0.08, -0.10, 0.74], [0.18, 0.07, 0.10], [-0.03, 0.56, 0.06], [0.02, -0.50, 0.13], [-0.05, 0.71, 0.16], [-0.10, 0.16, 0.16], [0.12, 0.15, -0.13], [0.09, -0.05, 0.24], [-0.35, 0.43, -0.38], [-0.06, -0.22, 0.13], [0.40, -0.25, -0.33], [-0.06, 0.35, 0.32], [0.73, -0.20, 0.51], [1.31, -0.36, 1.15], [-0.61, -0.24, -1.12], [0.55, 0.44, -0.92], [-0.35, -0.53, 1.72], [2.46, -1.29, -0.05], [-0.43, 0.38, -0.31], [-0.63, 0.24, 0.35], [-0.20, 0.04, 0.65], [1.17, -0.07, 0.43], [-0.52, -0.28, -0.24], [0.18, -0.49, 0.97], [-0.41, -0.04, -0.99], [0.06, 0.52, 0.48], [0.28, 0.40, -0.13], [-0.08, 0.67, -0.57], [0.03, -0.75, -0.58], [0.69, -0.23, -0.03], [-0.09, -0.28, 0.00], [-0.44, -0.09, -0.07], [0.20, -0.09, 0.51], [-0.66, 0.27, -0.44], [-0.75, 0.40, -0.52], [-1.81, 0.66, -0.44], [-0.50, 0.11, -0.02], [0.10, 0.26, 0.05], [-0.20, 0.10, -0.07], [0.13, 0.32, -0.37], [-0.22, 0.18, 0.09], [0.07, -0.41, 0.20], [0.41, 0.23, -0.09], [-0.31, 0.15, 0.05], [-0.34, -0.41, 0.01], [0.04, 0.06, 0.20], [0.00, -0.07, -0.02], [0.01, 0.18, -0.03], [-0.07, 0.08, -0.57], [0.27, 0.12, 0.36], [0.01, 0.00, -0.10], [0.12, 0.00, 0.01], [-0.09, 0.06, 0.08], [1.44, 0.92, -0.42]], "multiplicity": 3, "homo_ha": [-0.332, -0.332], "energy_ev": -138813.3083, "charge": 1, "mol_weight_g_mol": 510.38, "gap_ev": [4.0, 4.8]}